DFT (the ωB97M-V functional and the def2-TZVPD basis) results for a structure of composition C28H76As4F24N5O5 in a non-equilibrium geometry.

## Properties
Maximum force ... 4.8 eV Å⁻¹
HOMO (spin up / spin down) ... -12.65 / -12.65 eV
Charge ... +2
Lowest unoccupied orbital energy (spin up / spin down) ... -4.900 / -11.207 eV
Gap between HOMO and LUMO (spin up / spin down) ... 7.8 / 1.4 eV
Spin multiplicity ... 2

Element x y z (Å)
C -1.4259 6.9672 -10.2033
C -0.8146 7.9060 -9.0889
N 0.1120 7.0651 -8.0723
C -0.6356 5.9428 -7.3830
C 1.2961 6.4648 -8.8830
C 2.3744 5.7308 -8.2071
C 0.6397 8.1030 -6.9884
C -0.3193 8.5286 -5.8377
O -1.5949 9.0530 -6.2896
C -2.3486 9.8049 -5.3542
H -1.5570 7.5925 -11.0864
H -2.3668 6.4361 -10.0595
H -0.8316 6.1291 -10.5674
H -1.6639 8.3885 -8.6052
H -0.1840 8.6432 -9.5858
H -1.4955 6.3854 -6.8802
H 0.0021 5.5944 -6.5707
H -0.9580 5.2079 -8.1207
H 1.7102 7.2978 -9.4510
H 0.7371 5.7450 -9.4808
H 2.9455 5.0075 -8.7891
H 1.9543 5.2684 -7.3139
H 3.1274 6.4737 -7.9440
H 0.8996 9.0534 -7.4544
H 1.5513 7.6390 -6.6118
H 0.3524 9.2712 -5.4072
H -0.4678 7.6792 -5.1709
H -3.2799 10.2226 -5.7366
H -1.8794 10.7608 -5.1216
H -2.6312 9.1347 -4.5424
C -6.0819 14.0223 0.4948
C -5.3415 13.9398 -0.9483
N -5.9873 12.8752 -1.8668
C -7.5262 13.0428 -2.1029
C -5.2463 12.9598 -3.2472
C -3.7683 12.7340 -3.1076
C -5.7484 11.5338 -1.2112
C -6.0990 10.1508 -1.9855
O -5.6723 10.0146 -3.3627
C -6.2998 9.0652 -4.1816
H -5.9121 13.0523 0.9620
H -7.1385 14.1788 0.2778
H -5.8179 14.7482 1.2639
H -4.2746 13.7699 -0.8036
H -5.5800 14.8968 -1.4124
H -7.8024 14.0774 -2.3066
H -8.1084 12.8200 -1.2088
H -7.9167 12.5958 -3.0171
H -5.3823 13.9781 -3.6114
H -5.8573 12.2514 -3.8068
H -3.3711 12.6353 -4.1179
H -3.4910 11.8008 -2.6174
H -3.2202 13.4964 -2.5540
H -6.3373 11.4574 -0.2972
H -4.7375 11.5442 -0.8036
H -7.1656 9.9358 -1.9202
H -5.7040 9.3058 -1.4216
H -6.3827 8.0767 -3.7300
H -5.7827 9.1193 -5.1397
H -7.3236 9.4368 -4.2252
C -11.9736 15.9528 -5.8338
C -11.0749 16.0881 -4.5000
C -11.0711 14.8623 -3.5737
O -10.3888 15.2664 -2.3491
C -10.8406 14.6397 -1.2106
N -9.6788 16.4468 -5.0339
H -8.9389 16.2511 -4.3748
H -9.3665 15.9822 -5.8746
H -9.7686 17.4332 -5.2315
H -12.9979 15.5923 -5.7391
H -11.5260 15.3078 -6.5899
H -12.1357 16.9216 -6.3062
H -11.2546 17.0646 -4.0502
H -10.4693 14.0294 -3.9373
H -12.0646 14.4419 -3.4176
H -11.9152 14.8211 -1.1859
H -10.3624 15.0967 -0.3443
H -10.5593 13.5867 -1.2031
C -2.3327 16.0401 -4.8383
C -1.0803 16.6135 -5.4250
C 0.2827 15.7789 -5.0543
O 1.3229 16.3721 -5.7920
C 2.4617 15.5695 -5.8472
N -1.2458 16.6091 -6.9533
H -2.0710 17.0669 -7.3131
H -0.4372 16.9683 -7.4403
H -1.3273 15.6507 -7.2615
H -2.3242 14.9540 -4.7466
H -3.2105 16.3176 -5.4219
H -2.4441 16.5087 -3.8605
H -0.9484 17.6782 -5.2321
H 0.0898 14.7457 -5.3430
H 0.5538 15.9371 -4.0105
H 2.2473 14.5184 -6.0408
H 3.0508 15.7246 -4.9433
H 3.0631 15.8424 -6.7144
C -3.0280 12.6370 1.9978
C -2.9555 11.8784 3.2204
C -4.3486 11.9178 4.0218
O -5.3208 10.9742 3.3732
C -6.5780 11.0064 3.9595
N -2.4081 10.4675 2.9669
H -2.1744 9.9686 3.8134
H -3.1671 9.9504 2.5465
H -1.5731 10.5014 2.3997
H -2.1137 12.3859 1.4601
H -2.9582 13.7094 2.1802
H -3.9477 12.4846 1.4330
H -2.3173 12.4066 3.9287
H -4.7462 12.9006 4.2751
H -4.0734 11.5588 5.0134
H -6.6090 10.9436 5.0472
H -7.0361 10.1722 3.4281
H -7.0480 11.9046 3.5590
As -7.1118 13.9040 -7.0791
F -8.9124 14.1231 -7.4450
F -6.7765 13.3170 -8.8056
F -5.3662 13.7885 -6.7253
F -7.4713 14.5131 -5.4686
F -7.3664 12.2086 -6.5453
F -6.7926 15.5709 -7.6276
As -1.0045 15.7795 -0.4688
F -1.1262 17.4102 -1.2378
F -1.6827 16.3874 1.1313
F -0.7259 14.1519 0.3287
F -0.2333 15.1329 -1.9984
F 0.5760 16.2728 0.2728
F -2.5690 15.1732 -1.0159
As -2.0519 8.5247 -0.6520
F -3.6905 7.9617 -1.0691
F -2.5010 10.2856 -0.3018
F -0.2804 8.9862 -0.4095
F -1.4712 6.9149 -1.0323
F -1.8566 8.8899 -2.3932
F -2.1838 8.0401 1.0747
As -4.2726 16.6007 5.1714
F -4.7309 18.0146 4.2134
F -2.7302 16.5620 4.1972
F -3.7027 15.1284 6.0770
F -5.7057 16.9215 6.2530
F -5.0769 15.4991 4.0219
F -3.3190 17.6316 6.3211